{"formula": "C36H31N5P2ReS2", "method": "ωB97M-V with the def2-TZVPD basis set", "species": ["Re", "S", "P", "C", "P", "S", "C", "C", "C", "C", "C", "C", "C", "C", "C", "C", "C", "C", "C", "C", "C", "C", "C", "C", "C", "C", "C", "C", "C", "C", "H", "H", "H", "H", "H", "H", "H", "H", "H", "H", "H", "H", "H", "H", "H", "H", "H", "H", "H", "H", "C", "C", "N", "C", "C", "N", "C", "N", "N", "N", "C", "C", "C", "C", "C", "C", "H", "H", "H", "H", "H", "H", "H", "H", "H", "H", "H"], "positions_angstrom": [[1.4402, -0.2595, -1.4087], [0.9669, 1.9563, -0.5141], [0.6163, 0.8570, 1.2097], [1.3177, -0.7072, 0.6572], [3.0646, -1.0609, 0.8813], [3.6098, -1.0292, -1.1177], [3.4052, -2.6762, 1.6072], [2.3916, -3.5412, 2.0058], [2.7329, -4.7635, 2.5601], [4.0680, -5.1143, 2.7018], [5.0759, -4.2526, 2.2897], [4.7481, -3.0281, 1.7389], [3.8883, 0.2304, 1.8374], [4.3840, 1.3736, 1.2199], [4.8855, 2.3962, 2.0054], [4.8691, 2.2809, 3.3882], [4.3735, 1.1359, 3.9969], [3.8790, 0.1022, 3.2244], [-1.1797, 0.6006, 1.2863], [-1.9948, 1.7149, 1.1003], [-3.3688, 1.5636, 1.1105], [-3.9300, 0.3160, 1.3469], [-3.1178, -0.7827, 1.5765], [-1.7395, -0.6482, 1.5272], [1.0632, 1.8047, 2.6769], [0.7144, 1.2657, 3.9113], [0.9132, 2.0191, 5.0515], [1.4511, 3.2960, 4.9526], [1.7976, 3.8219, 3.7168], [1.6107, 3.0769, 2.5662], [1.3561, -3.2514, 1.8888], [1.9585, -5.4425, 2.8860], [4.3275, -6.0649, 3.1401], [6.1129, -4.5319, 2.4012], [5.5162, -2.3377, 1.4137], [4.3811, 1.4569, 0.1401], [5.2850, 3.2808, 1.5338], [5.2485, 3.0860, 3.9966], [4.3685, 1.0425, 5.0721], [3.4851, -0.7962, 3.6818], [-1.5491, 2.6893, 0.9446], [-4.0054, 2.4220, 0.9594], [-5.0041, 0.2072, 1.3584], [-3.5621, -1.7438, 1.7906], [-1.0978, -1.5028, 1.6788], [0.2914, 0.2726, 3.9608], [0.6387, 1.6153, 6.0133], [1.6030, 3.8843, 5.8447], [2.2067, 4.8180, 3.6461], [1.8788, 3.4792, 1.6009], [-1.2006, 1.5464, -3.0321], [-1.4789, 0.2341, -2.4139], [-0.5462, -0.5863, -1.9279], [-1.1933, -1.7271, -1.5105], [-2.5238, -1.5737, -1.7226], [-2.6932, -0.3339, -2.2825], [-3.9665, 0.2792, -2.6107], [-4.0596, 0.6388, -3.9868], [-4.0258, 1.9357, -4.3543], [-4.1326, 2.0389, -5.5967], [-4.2449, 0.8104, -6.1703], [-4.3792, 0.4033, -7.4961], [-4.4185, -0.9538, -7.7255], [-4.3501, -1.8845, -6.6793], [-4.2360, -1.5011, -5.3599], [-4.1864, -0.1377, -5.1144], [-0.1217, 1.6907, -3.0923], [-1.6389, 2.3546, -2.4480], [-1.6115, 1.6089, -4.0380], [-0.6527, -2.5591, -1.0990], [-3.3408, -2.2355, -1.5194], [-4.0875, 1.2026, -2.0287], [-4.7568, -0.4299, -2.3443], [-4.4583, 1.1334, -8.2863], [-4.5008, -1.3192, -8.7365], [-4.3905, -2.9350, -6.9186], [-4.1843, -2.2294, -4.5674]], "charge": 2, "largest_force_ev_per_a": 4.55, "homo_lumo_gap_ev": [5.64, 5.88], "homo_energy_ev": [-13.200, -13.200], "spin_multiplicity": 2, "e_lumo_ev": [-7.565, -7.319]}